13
Properties=species:S:1:pos:R:3 method="wB97M-V/def2-TZVPD" homo_energy_ev=-9.191 multiplicity=1 e_above_lowest_kcal_mol=96.84 homo_lumo_gap_ev=10.1 largest_force_ev_per_a=4.48 energy_ev=-7795.4452
O -0.7888 0.5094 -3.0991
C -0.7899 0.0578 -1.9804
N -0.6509 0.6686 -0.7810
C -0.5066 -0.2953 0.2558
C 0.6473 0.5073 1.3334
C 0.8228 -0.7907 0.6785
H -0.8368 -1.1324 -1.1854
H -0.3685 1.6073 -0.5442
H -1.4129 -0.5963 0.7770
H 1.2610 1.3600 0.9914
H 0.2782 0.6079 2.3476
H 0.7803 -1.6626 1.3140
H 1.5649 -0.8412 -0.1074